Molecular formula: C77H170N3OP3
Method: DFT, ωB97M-V with the def2-TZVPD basis set

As for the charge: +4. The calculation puts the largest force on an atom at 0.064 Eh/bohr. The calculation puts the total energy at -4297.9966 a.u. The LUMO energy is -6.5669 eV. As for the multiplicity: 1.

Positions of all 254 atoms, in Å:
C (9.477, -3.091, -29.746)
C (9.526, -3.681, -31.143)
C (8.205, -4.417, -31.473)
C (7.102, -3.523, -32.035)
C (7.612, -2.672, -33.191)
C (8.935, -1.844, -32.916)
N (9.941, -2.681, -32.222)
O (11.363, -2.195, -32.168)
C (8.674, -0.537, -32.133)
C (9.504, -1.444, -34.333)
C (10.499, -4.849, -31.334)
H (8.590, -2.530, -29.452)
H (10.312, -2.538, -29.316)
H (9.458, -3.949, -29.075)
H (7.680, -4.696, -30.560)
H (8.236, -5.264, -32.160)
H (6.922, -2.785, -31.253)
H (6.109, -3.901, -32.277)
H (6.756, -2.012, -33.336)
H (7.758, -3.287, -34.079)
H (7.804, -0.014, -32.529)
H (9.592, 0.047, -32.181)
H (8.342, -0.595, -31.096)
H (8.853, -0.835, -34.961)
H (9.662, -2.348, -34.921)
H (10.443, -0.893, -34.284)
H (10.793, -4.940, -32.379)
H (10.027, -5.806, -31.112)
H (11.434, -4.628, -30.818)
C (10.422, 2.972, -34.285)
C (11.517, 2.058, -33.585)
C (11.861, 2.267, -32.140)
C (12.977, 1.259, -31.642)
P (13.020, 1.299, -29.789)
C (12.971, 3.072, -29.241)
C (11.570, 3.697, -29.044)
C (11.505, 5.216, -29.004)
C (11.859, 5.987, -30.310)
C (11.514, 0.443, -29.138)
C (11.306, 0.418, -27.595)
C (11.464, -0.948, -26.850)
C (11.448, -0.825, -25.314)
C (14.493, 0.346, -29.272)
C (14.398, -1.200, -29.656)
C (15.685, -1.964, -29.327)
C (15.870, -2.029, -27.811)
H (9.496, 2.804, -33.736)
H (10.210, 2.749, -35.331)
H (10.701, 4.023, -34.207)
H (12.357, 2.173, -34.270)
H (11.151, 1.040, -33.720)
H (10.928, 2.142, -31.590)
H (12.112, 3.319, -32.005)
H (13.977, 1.488, -32.011)
H (12.783, 0.248, -32.001)
H (13.643, 3.716, -29.808)
H (13.525, 3.154, -28.306)
H (11.098, 3.340, -28.128)
H (10.885, 3.389, -29.834)
H (12.082, 5.454, -28.111)
H (10.517, 5.598, -28.748)
H (11.493, 7.013, -30.346)
H (11.354, 5.549, -31.171)
H (12.946, 6.040, -30.373)
H (11.641, -0.581, -29.489)
H (10.739, 0.893, -29.758)
H (10.315, 0.783, -27.328)
H (11.977, 1.168, -27.177)
H (12.334, -1.418, -27.307)
H (10.640, -1.643, -27.008)
H (11.648, -1.782, -24.833)
H (10.530, -0.330, -24.998)
H (12.133, -0.009, -25.082)
H (14.572, 0.413, -28.187)
H (15.347, 0.890, -29.676)
H (14.200, -1.249, -30.727)
H (13.484, -1.678, -29.303)
H (16.490, -1.486, -29.885)
H (15.610, -3.010, -29.622)
H (14.910, -2.221, -27.331)
H (16.379, -1.156, -27.403)
H (16.283, -2.990, -27.503)
C (8.941, -0.399, -21.231)
C (9.447, -1.081, -22.513)
C (9.550, -2.624, -22.362)
C (8.286, -3.403, -22.080)
P (7.227, -3.892, -23.445)
C (5.951, -5.011, -22.828)
C (6.316, -6.391, -22.121)
C (6.569, -7.540, -23.089)
C (6.473, -9.008, -22.499)
C (6.493, -2.391, -24.356)
C (5.435, -2.764, -25.389)
C (5.282, -1.657, -26.417)
C (4.107, -1.927, -27.363)
C (8.118, -4.961, -24.662)
C (8.806, -4.196, -25.797)
C (9.813, -5.121, -26.507)
C (9.034, -6.127, -27.441)
H (7.887, -0.667, -21.159)
H (9.103, 0.679, -21.266)
H (9.501, -0.819, -20.395)
H (10.477, -0.771, -22.689)
H (8.801, -0.934, -23.379)
H (10.274, -2.828, -21.573)
H (9.943, -3.120, -23.250)
H (7.632, -2.849, -21.407)
H (8.430, -4.218, -21.371)
H (5.375, -5.190, -23.736)
H (5.430, -4.405, -22.087)
H (5.518, -6.670, -21.433)
H (7.196, -6.244, -21.495)
H (7.516, -7.382, -23.605)
H (5.814, -7.534, -23.875)
H (5.598, -9.111, -21.858)
H (7.308, -9.317, -21.870)
H (6.386, -9.721, -23.319)
H (7.231, -1.762, -24.854)
H (5.904, -1.838, -23.624)
H (4.460, -2.979, -24.952)
H (5.664, -3.719, -25.862)
H (6.121, -1.709, -27.111)
H (5.226, -0.642, -26.022)
H (3.115, -2.152, -26.973)
H (4.324, -2.684, -28.117)
H (3.987, -1.062, -28.016)
H (7.343, -5.507, -25.200)
H (8.761, -5.589, -24.047)
H (9.227, -3.299, -25.341)
H (8.089, -3.934, -26.574)
H (10.462, -5.574, -25.757)
H (10.379, -4.555, -27.247)
H (9.585, -6.827, -28.069)
H (8.427, -5.572, -28.155)
H (8.327, -6.712, -26.853)
C (17.354, -4.143, -32.301)
C (15.851, -4.402, -32.510)
C (15.230, -3.858, -33.813)
C (13.831, -4.452, -33.930)
P (12.893, -3.926, -35.509)
C (12.974, -2.063, -35.640)
C (12.082, -1.422, -36.780)
C (12.085, 0.123, -36.723)
C (11.835, 0.781, -38.117)
C (13.945, -4.668, -36.856)
C (13.236, -4.840, -38.244)
C (14.123, -5.634, -39.229)
C (13.374, -5.804, -40.568)
C (11.178, -4.646, -35.419)
C (11.183, -6.158, -35.151)
C (9.721, -6.703, -35.062)
C (9.751, -8.199, -34.725)
H (17.670, -4.534, -31.334)
H (17.579, -3.077, -32.323)
H (17.994, -4.631, -33.036)
H (15.413, -3.870, -31.665)
H (15.688, -5.451, -32.263)
H (15.934, -4.208, -34.568)
H (15.177, -2.770, -33.852)
H (13.389, -4.181, -32.971)
H (13.998, -5.528, -33.979)
H (14.022, -1.772, -35.714)
H (12.715, -1.779, -34.620)
H (11.044, -1.755, -36.783)
H (12.488, -1.654, -37.765)
H (13.088, 0.491, -36.505)
H (11.590, 0.569, -35.861)
H (11.968, 1.861, -38.054)
H (10.814, 0.675, -38.483)
H (12.441, 0.339, -38.908)
H (14.059, -5.655, -36.406)
H (14.952, -4.251, -36.843)
H (13.053, -3.856, -38.676)
H (12.230, -5.248, -38.151)
H (14.452, -6.550, -38.740)
H (14.963, -4.989, -39.487)
H (12.688, -6.649, -40.634)
H (13.946, -5.963, -41.481)
H (12.951, -4.820, -40.767)
H (10.705, -4.355, -36.356)
H (10.703, -4.140, -34.578)
H (11.603, -6.315, -34.158)
H (11.816, -6.677, -35.872)
H (9.144, -6.634, -35.985)
H (9.143, -6.232, -34.268)
H (8.724, -8.564, -34.766)
H (10.161, -8.435, -33.743)
H (10.465, -8.771, -35.317)
C (10.106, -10.829, -30.043)
C (10.015, -9.417, -30.585)
C (11.430, -8.791, -30.800)
C (12.149, -8.517, -29.463)
N (13.692, -8.117, -29.573)
C (14.311, -7.989, -28.190)
C (13.809, -6.616, -27.580)
C (13.849, -5.700, -28.749)
C (13.787, -6.657, -29.980)
C (14.587, -9.039, -30.435)
H (10.640, -11.479, -30.736)
H (9.134, -11.259, -29.804)
H (10.694, -10.841, -29.125)
H (9.413, -8.745, -29.973)
H (9.606, -9.442, -31.594)
H (11.416, -7.836, -31.326)
H (12.037, -9.525, -31.329)
H (12.233, -9.411, -28.844)
H (11.553, -7.766, -28.944)
H (15.393, -7.886, -28.265)
H (14.050, -8.882, -27.622)
H (14.584, -6.235, -26.916)
H (12.796, -6.643, -27.177)
H (14.823, -5.236, -28.908)
H (13.104, -4.917, -28.889)
H (14.721, -6.705, -30.540)
H (13.061, -6.556, -30.787)
H (15.624, -8.704, -30.460)
H (14.233, -9.195, -31.454)
H (14.534, -10.015, -29.953)
C (4.281, 4.866, -31.572)
C (3.676, 4.960, -30.134)
C (4.726, 5.058, -28.968)
C (3.998, 4.589, -27.739)
N (4.959, 4.570, -26.492)
C (4.206, 3.865, -25.301)
C (3.725, 5.014, -24.432)
C (3.958, 6.351, -25.098)
C (5.094, 6.042, -26.012)
C (6.385, 3.878, -26.706)
C (6.354, 2.500, -27.255)
C (7.725, 1.742, -27.058)
H (3.520, 4.960, -32.346)
H (4.706, 3.866, -31.667)
H (5.067, 5.605, -31.728)
H (3.113, 4.045, -29.950)
H (3.041, 5.842, -30.053)
H (5.058, 6.092, -28.870)
H (5.552, 4.423, -29.288)
H (3.533, 3.607, -27.830)
H (3.300, 5.387, -27.487)
H (4.951, 3.318, -24.722)
H (3.434, 3.146, -25.575)
H (4.345, 5.009, -23.536)
H (2.720, 4.820, -24.057)
H (4.130, 7.099, -24.325)
H (3.135, 6.726, -25.707)
H (6.057, 6.140, -25.511)
H (5.191, 6.611, -26.936)
H (6.769, 3.803, -25.689)
H (7.005, 4.520, -27.332)
H (6.154, 2.439, -28.325)
H (5.527, 1.959, -26.795)
H (7.748, 0.720, -27.434)
H (7.924, 1.521, -26.009)
H (8.574, 2.247, -27.519)